The following is a DFT calculation (ωB97M-V/def2-TZVPD) of 4 unconnected molecules or ions with the total composition C7H21NO3 in a non-equilibrium geometry.

energy = -559.41580 hartree
HOMO energy (spin up / spin down) = -13.68 / -13.53 eV
multiplicity = 2
charge = +1
max |F| = 1.23 eV/Å
gap between HOMO and LUMO (spin up / spin down) = 9.47 / 5.68 eV
relative energy (zero: lowest compared OMol25 entry of this formula, charge and spin) = 27.5 kcal per mole

Positions of all 32 atoms, in Å:
C: -1.05650 -1.76702 1.96730
C: -0.36156 -0.61283 1.23996
C: -0.64881 0.75830 1.87980
C: -1.39536 1.77645 1.02787
C: -1.05261 1.75534 -0.46669
C: 0.37577 1.96867 -0.70561
C: 1.10719 1.65460 -1.85582
N: 1.08438 -0.78844 1.09744
H: -1.23277 -1.54106 3.02244
H: -2.02135 -2.01081 1.50324
H: -0.51290 -2.70805 1.92067
H: -0.74607 -0.65255 0.21024
H: -1.18350 0.57774 2.81439
H: 0.29544 1.19817 2.17988
H: -2.46938 1.75095 1.13007
H: -1.15536 2.76248 1.42651
H: -1.32288 0.77817 -0.87978
H: -1.69978 2.44055 -1.02546
H: 0.88807 2.49882 0.08628
H: 2.14780 1.88358 -1.99407
H: 0.57600 1.18004 -2.68638
H: 1.56555 -0.62292 1.98985
H: 1.27757 -1.72951 0.78721
H: -0.72087 -2.38062 -1.65122
H: -2.05585 -1.88278 -2.21886
O: -1.67465 -2.46320 -1.52986
H: 1.97078 0.27333 -0.20624
H: 3.41986 0.06855 -0.69493
O: 2.53219 0.29191 -1.01479
H: 0.73540 -1.23143 -2.88099
H: 2.03299 -1.35872 -2.04744
O: 1.30123 -1.86769 -2.42500

Forces on the atoms, in the same order (eV/Å):
C -0.510 -0.247 0.188
C -0.594 -0.326 -0.364
C -0.136 -0.591 0.057
C 0.005 0.864 -0.078
C -0.013 -0.875 0.322
C 0.089 0.837 -0.099
C -0.757 0.121 -0.603
N 0.452 0.830 0.340
H 0.087 -0.065 -0.068
H 0.117 0.327 0.139
H 0.316 0.033 -0.086
H 0.053 0.035 0.283
H -0.087 0.266 -0.110
H 0.341 0.097 0.055
H -0.377 -0.515 0.003
H 0.106 0.190 -0.054
H -0.055 -0.055 -0.295
H 0.212 0.314 -0.091
H 0.344 -0.042 0.126
H -0.360 1.084 -0.299
H 0.308 -0.080 0.264
H -0.246 -0.302 -0.361
H 0.203 -0.210 -0.008
H 0.181 -0.244 -0.069
H 0.161 -0.624 0.477
O -0.238 0.856 -0.409
H -0.004 -0.977 0.393
H 0.198 0.293 -0.257
O 0.473 -0.880 0.712
H 0.363 -0.138 -0.073
H -0.289 0.059 -0.112
O -0.345 -0.034 0.080



The following is a DFT calculation (ωB97M-V/def2-TZVPD) of a molecular structure, C7H22AgFO7.

energy = -1053.34621 hartree
HOMO energy = -9.92 eV
max |F| = 0.92 eV/Å
gap between HOMO and LUMO = 7.99 eV
relative energy (zero: lowest compared OMol25 entry of this formula, charge and spin) = 0.0 kcal per mole

Positions of all 38 atoms, in Å:
Ag: -1.81959 -12.29383 7.49422
F: -1.20762 -11.57690 5.35037
C: 1.22345 -9.16701 4.44175
O: 1.17626 -10.10697 5.50929
H: 0.85666 -8.18864 4.76763
H: 2.24559 -9.08743 4.08146
H: 0.58059 -9.47870 3.60932
H: 0.37211 -10.63101 5.40481
C: -0.47249 -12.68665 2.07054
C: -0.17486 -13.92759 2.87649
O: 0.45293 -13.62247 4.09983
O: -1.55127 -11.94432 2.63880
H: -0.79104 -12.93674 1.05779
H: 0.43625 -12.07667 2.00081
H: 0.51951 -14.56857 2.32766
H: -1.11076 -14.47728 3.03628
H: 0.05424 -12.83700 4.49482
H: -1.31431 -11.70725 3.54685
C: -2.96134 -8.42041 5.20994
C: -3.29397 -9.01472 6.54516
O: -2.24731 -9.88179 7.01940
O: -3.05509 -9.34464 4.13618
H: -1.94540 -7.99632 5.26971
H: -3.60732 -7.57872 4.96550
H: -4.25355 -9.53909 6.54074
H: -3.38973 -8.21620 7.28685
H: -1.81027 -10.26430 6.23175
H: -2.36929 -10.01547 4.19621
C: -4.06348 -13.63057 4.43057
C: -5.47410 -14.07754 4.75476
O: -5.51992 -14.72843 6.00610
O: -3.68616 -12.71309 5.47035
H: -4.02221 -13.10322 3.47865
H: -3.44550 -14.53284 4.47740
H: -5.82907 -14.75976 3.98284
H: -6.15757 -13.21616 4.74823
H: -5.17696 -14.08951 6.63996
H: -2.80348 -12.34954 5.29632

Forces on the atoms, in the same order (eV/Å):
Ag -0.208 0.259 -0.275
F 0.115 -0.105 0.094
C -0.475 -0.203 0.055
O 0.037 0.094 -0.147
H 0.183 0.055 0.033
H 0.065 0.084 0.014
H 0.148 -0.031 -0.019
H 0.012 -0.012 0.094
C -0.247 0.167 -0.049
C 0.000 -0.030 -0.276
O 0.268 -0.037 0.371
O 0.141 0.051 -0.089
H 0.033 -0.100 0.024
H -0.029 0.023 0.010
H -0.066 -0.017 -0.002
H 0.009 -0.036 -0.014
H -0.146 -0.091 0.071
H -0.004 -0.081 -0.010
C 0.707 0.009 -0.429
C -0.361 0.124 0.836
O -0.040 -0.218 -0.186
O -0.306 0.230 0.042
H -0.070 -0.097 0.004
H -0.272 -0.146 0.074
H 0.092 -0.143 -0.257
H 0.116 0.013 -0.054
H 0.033 0.148 0.078
H 0.102 0.007 0.035
C -0.392 0.038 0.568
C -0.136 0.515 -0.325
O -0.037 -0.138 0.100
O 0.154 -0.104 0.541
H 0.154 -0.258 -0.175
H 0.262 0.211 -0.308
H 0.061 -0.194 0.115
H 0.146 -0.006 0.000
H -0.016 -0.058 0.051
H -0.032 0.078 -0.595